[1]
ORCA calculation (wB97M-V/def2-TZVPD) on a molecular structure, C25H39N3O6P2SSe4Sn.

Geometry as ORCA input:
```
! RIJCOSX wB97M-V def2-TZVPD def2/J DEFGRID3
* xyz 2 1
H -6.64 -0.87 -4.50
C 0.94 -0.99 4.48
H 2.57 -4.19 1.63
C -5.95 -0.69 -3.68
N -4.19 -0.26 -1.61
C 1.34 -0.24 -6.10
H 0.33 4.90 -0.19
H -0.44 0.21 5.60
H 2.68 -0.70 -3.03
H 3.58 -2.22 0.48
H 1.97 -0.95 4.12
H 1.34 -2.24 6.16
C -0.47 4.17 -0.35
H 1.62 -0.02 -7.13
H -0.32 -2.34 5.57
C 2.85 -2.87 -0.01
H -0.75 2.25 -1.27
H 3.40 -3.62 -0.57
H 0.99 -3.15 4.67
H 0.69 1.15 4.61
Sn -2.47 -0.16 0.45
Se -2.95 -4.40 1.55
C 1.96 -3.56 0.99
H 2.12 4.67 1.05
H -2.39 -0.77 -4.91
H 4.12 3.05 3.81
O 1.00 2.21 -0.17
C 3.09 2.68 3.73
S 0.12 -1.19 -1.85
N -1.55 -0.76 -1.81
C -6.43 -0.32 -2.43
H 1.93 -0.19 0.31
H 3.35 -0.24 -5.37
C -2.24 -0.73 -2.90
H 3.44 4.94 2.19
H 1.76 4.98 2.76
C 2.54 3.02 2.37
C 2.31 -0.36 -5.12
H 3.10 2.51 1.59
C 2.45 4.49 2.07
N -1.74 -0.84 -4.14
H -5.83 0.16 -0.42
H 1.68 3.89 -2.09
Se -2.83 -3.21 3.58
C 0.85 -4.38 0.37
H 1.25 0.36 6.10
H 2.34 0.10 2.02
P 0.61 1.58 1.20
O 1.37 -2.61 1.96
H 2.27 -2.29 -0.73
P 0.48 -1.35 1.83
C 0.59 0.26 5.24
C 1.93 -0.62 -3.80
H 1.15 2.35 -2.81
C -4.59 -0.83 -3.88
Se -3.53 -1.16 3.22
H 0.19 -3.76 -0.25
H 0.16 3.81 -3.00
C 0.06 2.95 -1.05
H -0.77 -0.28 -6.55
C 1.52 0.02 1.30
H 1.29 -5.15 -0.27
Se -3.38 -3.01 -0.10
C 0.73 -2.26 5.26
C -3.74 -0.59 -2.81
O -0.72 -1.50 0.94
H -0.94 3.94 0.61
H -1.23 4.64 -0.99
O -0.84 1.28 1.41
C 0.81 3.26 -2.31
C -5.50 -0.12 -1.42
C 0.00 -0.38 -5.78
O 1.15 2.47 2.35
O 0.04 -1.02 3.30
H 2.49 3.14 4.52
H -4.22 -1.14 -4.84
H -7.49 -0.20 -2.24
H 3.11 1.60 3.90
C -0.37 -0.67 -4.48
C 0.59 -0.78 -3.49
H 0.26 -4.88 1.14
*
```

Computed properties:
- Highest occupied orbital energy (spin up / spin down): -12.8 / -12.8 eV
- Energy relative to the best compared isomer or geometry (same formula, charge and spin): 2.6 kJ/mol
- HOMO-LUMO gap (spin up / spin down): 0.2041 / 0.2048 Eh

[2]
ORCA calculation (wB97M-V/def2-TZVPD) on a molecular structure, C25H39N5O3ReSSi in a non-equilibrium geometry.

Geometry as ORCA input:
```
! RIJCOSX wB97M-V def2-TZVPD def2/J DEFGRID3
* xyz 2 2
H 4.32 -2.50 1.13
H -2.28 5.49 -1.86
H 2.46 1.75 -3.57
Re -0.13 -1.03 1.20
C -1.06 -2.94 -0.71
H 0.53 -1.70 4.85
C -2.26 -2.57 0.03
C -3.62 -3.04 -0.37
H -2.96 -1.64 4.26
C -0.31 0.17 4.16
H 3.69 1.99 0.79
H 2.23 0.34 4.12
N 0.48 0.31 2.93
H -3.94 -3.87 0.27
H -1.81 -4.10 -2.36
H 2.63 0.17 -2.85
H -2.81 -3.20 3.44
H 3.56 0.34 0.17
Si 2.04 1.89 -1.11
C -0.45 -1.29 4.61
H 1.79 4.21 -0.15
H 2.38 1.09 2.52
C 2.04 1.08 -2.83
H 2.55 4.25 -1.72
H 0.45 -4.61 -3.23
H 0.14 0.74 4.98
C -2.33 5.21 -4.56
C -1.28 2.28 -1.63
O -1.41 1.07 0.76
H -1.06 -1.32 5.51
N 1.82 -1.46 1.31
C -2.48 -2.16 3.43
H 4.20 -2.18 -0.60
N -2.04 -1.82 1.07
O 0.76 1.24 -0.18
C 3.57 1.39 -0.11
C 0.34 -4.01 -2.34
H -4.34 -2.23 -0.27
C -2.98 -1.52 2.10
H -1.13 0.91 -3.26
H 2.47 -1.86 3.23
H 3.77 -3.76 0.03
H 3.62 -0.89 2.30
H 2.45 -3.78 -2.05
H 0.82 4.05 -1.60
H -2.14 4.84 -5.56
H -0.63 -3.04 3.56
C 2.31 -2.25 0.36
N 0.05 -2.45 -0.12
H -3.63 -3.39 -1.39
H -1.66 2.62 -4.96
C -1.99 4.50 -2.17
C -0.94 -3.73 -1.85
N -1.03 -2.11 3.55
C -1.65 2.89 -3.92
H -1.30 0.57 3.97
O -0.87 -0.24 -1.21
C 2.56 -1.06 2.50
C 1.31 -2.76 -0.54
H -3.01 -0.43 2.21
H 0.23 1.21 2.52
H -3.99 -1.88 1.90
C 3.73 -2.69 0.24
C 1.95 0.25 3.07
H -3.39 5.46 -4.49
H 1.03 0.81 -3.15
S -0.75 1.02 -0.53
C -1.97 4.19 -3.54
H -1.64 3.80 -0.17
H -1.77 6.13 -4.41
C -1.32 1.94 -2.98
C 1.47 -3.55 -1.68
C 1.77 3.77 -1.14
C -1.63 3.56 -1.22
H 4.46 1.55 -0.71
*
```

Computed properties:
- Expectation value of S²: 1.20
- Highest occupied orbital energy (spin up / spin down): -12.0 / -12.7 eV
- Energy relative to the best compared isomer or geometry (same formula, charge and spin): 233.1 kJ/mol
- HOMO-LUMO gap (spin up / spin down): 0.2319 / 0.2446 Eh

> The highest energy relative to the best compared isomer or geometry (same formula, charge and spin) belongs to which entry?

C25H39N5O3ReSSi

> Among the records above, which one has the lowest energy relative to the best compared isomer or geometry (same formula, charge and spin)?

C25H39N3O6P2SSe4Sn